ORCA calculation (ωB97M-V with the def2-TZVPD basis set) on C5H10O in the gas phase in a non-equilibrium geometry.

electronic energy: -7390.5406 eV
HOMO-LUMO gap: 9.38 eV
HOMO energy: -0.308 hartree
2S+1: 1

CARTESIAN COORDINATES (ANGSTROEM)
C 1.272 -0.183 1.359
C 0.708 -0.872 0.126
C -0.743 -1.274 0.061
C -0.317 -0.308 -0.973
C -1.135 1.180 -1.125
O 0.163 1.714 -0.831
H 2.171 0.400 1.124
H 0.531 0.489 1.804
H 1.555 -0.898 2.148
H 1.420 -1.621 -0.264
H -1.082 -2.246 -0.258
H -1.327 -0.840 0.879
H 0.009 -0.625 -1.947
H -1.549 1.975 -1.863
H -1.917 1.224 -0.338
H 0.243 1.886 0.097